1.
DFT (the ωB97M-V functional and the def2-TZVPD basis) results for a molecular structure, C52H40N7O2PtS3.

Properties
Energy ... -3852.79644 a.u.
ΔE to the lowest compared entry with this formula, charge and spin ... 0.193 eV
Charge ... +1
Kohn-Sham gap ... 6.4 eV
Lowest unoccupied orbital energy ... -3.0 eV

Atoms and positions in Å:
1 Pt -1.4279 -2.3391 0.2166
2 O -3.0101 -8.7511 -1.4055
3 C -3.8118 -7.8121 -1.5136
4 O -4.9955 -7.7380 -1.8712
5 C -3.1997 -6.4338 -1.1202
6 C -1.8776 -6.3568 -0.6969
7 C -1.3598 -5.1263 -0.3473
8 N -2.1292 -4.0339 -0.4255
9 C -3.4091 -4.0733 -0.8227
10 C -3.9737 -5.2805 -1.1835
11 C -4.0477 -2.7404 -0.8221
12 C -5.3157 -2.4937 -1.3141
13 C -5.7898 -1.1910 -1.3246
14 C -4.9810 -0.1672 -0.8611
15 C -3.7229 -0.4749 -0.3775
16 N -3.2817 -1.7304 -0.3377
17 C 0.0122 -4.8150 0.0985
18 C 1.0239 -5.7568 0.1594
19 C 2.3026 -5.3558 0.5075
20 C 2.5455 -4.0157 0.7586
21 C 1.4912 -3.1241 0.6896
22 N 0.2472 -3.5111 0.4023
23 H -1.3216 -7.2855 -0.6621
24 H -4.9986 -5.3958 -1.5132
25 H -5.9121 -3.3098 -1.6951
26 H -6.7789 -0.9797 -1.7079
27 H -5.3104 0.8616 -0.8785
28 H -3.0218 0.2668 -0.0201
29 H 0.8067 -6.7879 -0.0790
30 H 3.1026 -6.0819 0.5606
31 H 3.5328 -3.6530 1.0062
32 H 1.6299 -2.0672 0.8596
33 N -0.6060 -0.4799 -1.8808
34 S -0.0069 0.8043 -2.1610
35 N 0.1060 2.0441 -0.9672
36 S 1.0442 2.1263 0.2222
37 N 1.2575 0.9591 1.2467
38 S 0.0165 0.1320 1.9189
39 N -0.9824 -0.5429 1.1047
40 C -0.7681 1.2767 3.0392
41 C -2.1514 1.3273 3.0352
42 C -2.7948 2.1822 3.9191
43 C -2.0523 2.9633 4.7927
44 C -0.6638 2.8905 4.7949
45 C -0.0129 2.0411 3.9170
46 C 0.9829 -0.8891 3.0211
47 C 2.3276 -0.6789 3.2942
48 C 2.9920 -1.5799 4.1135
49 C 2.3160 -2.6696 4.6472
50 C 0.9680 -2.8625 4.3731
51 C 0.2936 -1.9701 3.5547
52 C 2.7226 2.5117 -0.2131
53 C 3.7388 1.5909 -0.0274
54 C 5.0229 1.9295 -0.4318
55 C 5.2728 3.1723 -0.9942
56 C 4.2387 4.0823 -1.1816
57 C 2.9506 3.7491 -0.8044
58 C 0.5031 3.5775 1.0992
59 C -0.8217 3.9669 0.9981
60 C -1.2580 5.0466 1.7517
61 C -0.3708 5.7272 2.5735
62 C 0.9549 5.3214 2.6654
63 C 1.3971 4.2298 1.9384
64 C -0.7895 1.8410 -3.3931
65 C -0.7075 1.3791 -4.7011
66 C -1.4026 2.0400 -5.7004
67 C -2.1871 3.1425 -5.3878
68 C -2.2740 3.5873 -4.0770
69 C -1.5746 2.9369 -3.0696
70 C 1.6887 0.7273 -2.7525
71 C 2.2960 -0.5108 -2.6158
72 C 3.5985 -0.6782 -3.0637
73 C 4.2711 0.3854 -3.6487
74 C 3.6455 1.6198 -3.7900
75 C 2.3466 1.7957 -3.3403
76 H -2.6996 0.6898 2.3542
77 H -3.8754 2.2285 3.9334
78 H -2.5557 3.6248 5.4855
79 H -0.0887 3.4925 5.4857
80 H 1.0676 1.9674 3.9184
81 H 2.8428 0.1689 2.8643
82 H 4.0402 -1.4294 4.3359
83 H 2.8413 -3.3695 5.2835
84 H 0.4441 -3.7112 4.7916
85 H -0.7509 -2.1200 3.3083
86 H 3.5253 0.6316 0.4235
87 H 5.8290 1.2202 -0.3005
88 H 6.2792 3.4339 -1.2936
89 H 4.4361 5.0480 -1.6269
90 H 2.1345 4.4443 -0.9584
91 H -1.4933 3.4281 0.3439
92 H -2.2913 5.3602 1.6879
93 H -0.7131 6.5786 3.1469
94 H 1.6447 5.8537 3.3064
95 H 2.4261 3.9025 2.0150
96 H -0.1077 0.5077 -4.9348
97 H -1.3370 1.6906 -6.7220
98 H -2.7319 3.6551 -6.1694
99 H -2.8847 4.4475 -3.8364
100 H -1.6248 3.2864 -2.0487
101 H 1.7213 -1.3226 -2.1848
102 H 4.0801 -1.6434 -2.9756
103 H 5.2822 0.2524 -4.0110
104 H 4.1686 2.4428 -4.2592
105 H 1.8451 2.7488 -3.4622

Atomic partial charges in e from the Löwdin method, atoms 1 to 8: 1.16 -0.02 -0.68 -0.01 -0.05 0.08 -0.17 -0.07

2.
DFT (the ωB97M-V functional and the def2-TZVPD basis) results for a molecular structure, C52H42ClIN7O3P2SSeTi.

Properties
Energy ... -7705.45628 a.u.
ΔE to the lowest compared entry with this formula, charge and spin ... 0.319 eV
Charge ... +1
Kohn-Sham gap ... 6.6 eV
Lowest unoccupied orbital energy ... -3.3 eV

Atoms and positions in Å:
1 Ti 0.1570 -0.1054 -0.0599
2 C 0.2660 2.4866 2.9888
3 N 0.9547 1.5643 3.8590
4 C 1.4440 0.3030 3.3584
5 P 2.1216 0.4257 1.6324
6 C 3.4158 -0.8363 1.6206
7 C 3.1418 -2.0956 2.1504
8 C 4.1085 -3.0872 2.1139
9 C 5.3490 -2.8261 1.5460
10 C 5.6226 -1.5722 1.0199
11 C 4.6600 -0.5739 1.0533
12 C 2.9800 2.0255 1.6464
13 C 2.8028 2.9569 0.6263
14 C 3.4037 4.2051 0.7108
15 C 4.1739 4.5288 1.8190
16 C 4.3556 3.6012 2.8383
17 C 3.7648 2.3524 2.7510
18 C 1.2190 1.9349 5.1826
19 C 1.3056 3.2830 5.5402
20 C 1.5693 3.6434 6.8534
21 C 1.7720 2.6772 7.8277
22 C 1.6988 1.3382 7.4728
23 C 1.4179 0.9646 6.1672
24 P -0.8088 1.6275 1.7596
25 C -1.9888 0.8255 2.8845
26 C -2.7326 1.6193 3.7590
27 C -3.5752 1.0306 4.6863
28 C -3.6775 -0.3535 4.7541
29 C -2.9352 -1.1469 3.8938
30 C -2.0930 -0.5604 2.9596
31 C -1.6792 3.0296 1.0114
32 C -0.9791 4.1849 0.6624
33 C -1.6509 5.2648 0.1087
34 C -3.0192 5.1944 -0.1117
35 C -3.7158 4.0369 0.2116
36 C -3.0503 2.9554 0.7716
37 H 0.9398 3.1659 2.4575
38 H -0.4098 3.1000 3.5870
39 H 0.6880 -0.4952 3.3562
40 H 2.2642 -0.0333 3.9930
41 H 2.1715 -2.3084 2.5805
42 H 3.8909 -4.0632 2.5286
43 H 6.1041 -3.6008 1.5175
44 H 6.5899 -1.3677 0.5800
45 H 4.8704 0.3986 0.6290
46 H 2.1987 2.7035 -0.2330
47 H 3.2723 4.9215 -0.0897
48 H 4.6388 5.5035 1.8883
49 H 4.9555 3.8545 3.7022
50 H 3.9091 1.6342 3.5498
51 H 1.1938 4.0552 4.7905
52 H 1.6329 4.6932 7.1096
53 H 1.9841 2.9633 8.8486
54 H 1.8447 0.5700 8.2211
55 H 1.3256 -0.0862 5.9240
56 H -2.6639 2.6998 3.7101
57 H -4.1528 1.6529 5.3569
58 H -4.3378 -0.8123 5.4780
59 H -3.0102 -2.2256 3.9412
60 H -1.5215 -1.1863 2.2867
61 H 0.0912 4.2513 0.8181
62 H -1.1055 6.1642 -0.1464
63 H -3.5436 6.0418 -0.5343
64 H -4.7821 3.9729 0.0387
65 H -3.6046 2.0634 1.0329
66 Cl -2.0215 -6.4338 -1.9719
67 C -1.3811 -5.0613 -1.1374
68 C -1.0557 -5.1627 0.1835
69 C -0.5327 -4.0609 0.8946
70 I -0.1566 -4.2274 2.9300
71 C -0.3139 -2.8688 0.2590
72 O 0.1700 -1.7589 0.8266
73 C -0.6764 -2.7620 -1.1091
74 N -0.5136 -1.5218 -1.6415
75 C -0.8959 -1.3052 -2.8788
76 C -1.4321 -2.3222 -3.6819
77 C -1.5891 -3.5799 -3.1691
78 C -1.2185 -3.8350 -1.8307
79 H -1.2113 -6.1023 0.6951
80 H -0.7847 -0.2982 -3.2619
81 H -1.7237 -2.0909 -4.6964
82 H -2.0139 -4.3757 -3.7655
83 N 2.8694 -2.0964 -7.2956
84 C 2.7661 -1.5819 -6.0371
85 C 3.1797 -0.2650 -5.7675
86 C 3.0514 0.2620 -4.5047
87 C 2.4928 -0.5145 -3.4872
88 C 2.0935 -1.8264 -3.7303
89 C 2.2288 -2.3529 -4.9947
90 S 2.4106 0.1368 -1.8843
91 O 2.1123 -0.9857 -0.9595
92 O 3.5683 0.9399 -1.6460
93 N 1.0545 0.9706 -1.5694
94 C 0.4546 1.9271 -2.3700
95 N 1.0804 2.4135 -3.4328
96 C 0.3925 3.2923 -4.1634
97 C -0.8926 3.6866 -3.8442
98 C -1.4401 3.1181 -2.7034
99 N -0.7776 2.2403 -1.9656
100 H 3.4194 -1.6117 -7.9816
101 H 2.7510 -3.0833 -7.4362
102 H 3.6135 0.3315 -6.5603
103 H 3.3782 1.2689 -4.2906
104 H 1.7123 -2.4340 -2.9208
105 H 1.9326 -3.3775 -5.1843
106 H 0.9018 3.6859 -5.0357
107 H -1.4391 4.3934 -4.4499
108 H -2.4414 3.3641 -2.3678
109 Se -4.6279 -0.4594 -0.8725
110 C -2.9780 -0.2027 -0.3947
111 N -1.8629 -0.0198 -0.0627

Atomic partial charges in e from the Löwdin method, atoms 1 to 8: 0.87 -0.31 -0.17 -0.29 1.08 -0.35 -0.10 -0.06